Record 1
{"formula": "C32H83ClN7O6S", "method": "the ωB97M-V functional and the def2-TZVPD basis", "spin_multiplicity": 1, "total_charge": 1, "symbols": ["C", "C", "Cl", "C", "C", "C", "C", "N", "C", "C", "S", "H", "H", "H", "H", "H", "H", "H", "H", "H", "H", "H", "H", "H", "H", "H", "H", "H", "C", "C", "C", "O", "C", "N", "H", "H", "H", "H", "H", "H", "H", "H", "H", "H", "H", "C", "C", "C", "O", "C", "N", "H", "H", "H", "H", "H", "H", "H", "H", "H", "H", "H", "C", "C", "C", "O", "C", "N", "H", "H", "H", "H", "H", "H", "H", "H", "H", "H", "H", "C", "C", "C", "O", "C", "N", "H", "H", "H", "H", "H", "H", "H", "H", "H", "H", "H", "C", "C", "C", "O", "C", "N", "H", "H", "H", "H", "H", "H", "H", "H", "H", "H", "H", "C", "C", "C", "O", "C", "N", "H", "H", "H", "H", "H", "H", "H", "H", "H", "H", "H"], "coordinates": [[1.1355, 3.7919, -5.1510], [1.7193, 2.6540, -6.0626], [0.7506, 1.1546, -5.7498], [3.2563, 2.4620, -5.8539], [3.6265, 1.7188, -4.5312], [4.5933, 2.5902, -3.6180], [4.4075, 2.0318, -2.1595], [4.2218, 0.5465, -2.1962], [4.9002, -0.1325, -3.3254], [4.3462, 0.3336, -4.7392], [3.2698, -1.0054, -5.3910], [1.4519, 4.7873, -5.5057], [1.4780, 3.5915, -4.1151], [0.0370, 3.6708, -5.1939], [1.5695, 2.9300, -7.1228], [3.6638, 3.4938, -5.7627], [3.7472, 2.0217, -6.7440], [2.6944, 1.5711, -3.9423], [5.6260, 2.3753, -3.9686], [4.3723, 3.6660, -3.6703], [5.1970, 2.3900, -1.4627], [3.4384, 2.4558, -1.8195], [4.4980, 0.1547, -1.2924], [3.2152, 0.3688, -2.2537], [4.7237, -1.2214, -3.2157], [6.0025, -0.0224, -3.2777], [5.2175, 0.4590, -5.4027], [2.4222, -1.2419, -4.3321], [-2.0346, -2.0861, -2.1891], [-1.5224, -0.7684, -2.7611], [-1.7207, 0.4283, -1.8163], [-3.0427, 0.9118, -1.7873], [-3.9153, 0.2093, -0.9139], [-2.1548, -0.5358, -4.0637], [-3.1221, -2.1526, -2.2069], [-1.6544, -2.9249, -2.7758], [-1.6984, -2.2240, -1.1581], [-0.4428, -0.8824, -2.9215], [-1.1126, 1.2592, -2.1920], [-1.3596, 0.2086, -0.8020], [-3.4040, -0.1338, -0.0095], [-4.3751, -0.6316, -1.4308], [-4.7139, 0.8904, -0.6197], [-1.7453, 0.2967, -4.4794], [-3.1227, -0.2649, -3.8861], [-6.1193, 1.9197, -5.6438], [-5.9881, 0.4137, -5.4435], [-7.2138, -0.3798, -5.9296], [-8.3281, -0.3287, -5.0545], [-9.1480, 0.8183, -5.2039], [-5.6947, 0.1461, -4.0308], [-6.7967, 2.3788, -4.9235], [-5.1481, 2.4024, -5.5193], [-6.4772, 2.1515, -6.6496], [-5.1305, 0.0816, -6.0370], [-6.9319, -1.4355, -5.9789], [-7.5051, -0.0862, -6.9453], [-9.2069, 1.1451, -6.2457], [-8.7883, 1.6331, -4.5720], [-10.1518, 0.5569, -4.8674], [-5.5198, -0.8503, -3.9186], [-6.5544, 0.2994, -3.5088], [4.1258, 4.6531, 1.6809], [5.4141, 3.8410, 1.5954], [6.4487, 4.2128, 2.6707], [7.1513, 5.4144, 2.4092], [6.4752, 6.5980, 2.8051], [5.9731, 3.9732, 0.2416], [4.2510, 5.6728, 1.3168], [3.3456, 4.1914, 1.0713], [3.7585, 4.6971, 2.7078], [5.1452, 2.7910, 1.7524], [7.2104, 3.4280, 2.6894], [5.9995, 4.2341, 3.6702], [5.8922, 6.4492, 3.7180], [5.8320, 6.9613, 2.0007], [7.2274, 7.3630, 2.9975], [6.7831, 3.3617, 0.1641], [6.3705, 4.9074, 0.1703], [-6.0250, -1.8919, 2.5008], [-6.9794, -1.9385, 1.3120], [-8.0744, -3.0113, 1.4467], [-7.6307, -4.3314, 1.1860], [-7.0109, -4.9724, 2.2874], [-6.1977, -2.1117, 0.0818], [-5.3177, -2.7226, 2.5012], [-5.4365, -0.9723, 2.4757], [-6.5741, -1.9067, 3.4450], [-7.4813, -0.9674, 1.2609], [-8.8400, -2.8077, 0.6925], [-8.5732, -2.9550, 2.4217], [-7.4671, -4.6845, 3.2389], [-5.9396, -4.7588, 2.2982], [-7.1323, -6.0494, 2.1599], [-6.8267, -2.0529, -0.7154], [-5.8748, -3.0767, 0.0630], [8.0840, 1.9084, 8.6828], [8.4915, 2.8578, 7.5612], [7.4770, 2.9110, 6.4046], [7.5306, 1.7985, 5.5231], [6.8074, 0.6612, 5.9624], [9.8325, 2.4917, 7.0928], [8.2226, 0.8609, 8.4136], [8.6917, 2.0914, 9.5699], [7.0381, 2.0570, 8.9623], [8.5454, 3.8624, 7.9908], [7.7184, 3.7819, 5.7870], [6.4551, 3.0638, 6.7740], [5.8975, 0.9388, 6.5016], [7.4361, 0.0235, 6.5865], [6.5237, 0.0843, 5.0806], [10.1410, 3.1790, 6.4100], [9.7413, 1.6361, 6.5503], [-1.9698, -8.0794, 4.2336], [-3.4372, -7.7038, 4.0569], [-3.6995, -6.8189, 2.8250], [-3.3401, -5.4553, 2.9937], [-1.9711, -5.1711, 2.7701], [-3.9181, -7.0742, 5.2917], [-1.3692, -7.2498, 4.6081], [-1.8736, -8.8923, 4.9548], [-1.5361, -8.4211, 3.2906], [-3.9943, -8.6340, 3.9117], [-4.7769, -6.8130, 2.6400], [-3.2309, -7.2353, 1.9248], [-1.5494, -5.7936, 1.9758], [-1.3976, -5.2940, 3.6912], [-1.8925, -4.1254, 2.4678], [-4.9175, -6.9072, 5.2075], [-3.5194, -6.1391, 5.3303]], "lowdin_charge": [-0.113, -0.676, 0.606, -0.175, -0.354, -0.100, -0.109, 0.045, -0.157, -0.565, 0.755, 0.087, 0.070, 0.071, 0.106, 0.118, 0.125, 0.101, 0.127, 0.127, 0.107, 0.139, 0.189, 0.174, 0.114, 0.145, 0.120, -0.109, -0.067, -0.437, -0.225, -0.190, -0.113, 0.051, 0.065, 0.075, 0.076, 0.114, 0.112, 0.115, 0.086, 0.044, 0.089, 0.031, 0.047, -0.068, -0.426, -0.205, -0.191, -0.104, 0.048, 0.065, 0.074, 0.080, 0.134, 0.122, 0.120, 0.091, 0.074, 0.088, 0.074, 0.076, -0.066, -0.425, -0.207, -0.185, -0.096, 0.031, 0.067, 0.068, 0.085, 0.130, 0.124, 0.118, 0.094, 0.075, 0.092, 0.076, 0.079, -0.066, -0.424, -0.205, -0.185, -0.105, 0.048, 0.062, 0.072, 0.081, 0.135, 0.122, 0.120, 0.095, 0.061, 0.086, 0.077, 0.074, -0.070, -0.430, -0.213, -0.204, -0.106, 0.041, 0.065, 0.079, 0.079, 0.136, 0.114, 0.119, 0.091, 0.076, 0.083, 0.072, 0.068, -0.072, -0.427, -0.203, -0.203, -0.106, 0.042, 0.063, 0.078, 0.078, 0.137, 0.102, 0.122, 0.091, 0.075, 0.083, 0.071, 0.068]}

Record 2
{"formula": "C4H11N2S", "method": "the ωB97M-V functional and the def2-TZVPD basis", "e_above_lowest_kcal_mol": 25.17, "spin_multiplicity": 1, "smiles": "CNC[C@H](N)C[S-]", "total_charge": -1, "symbols": ["N", "C", "C", "S", "C", "N", "C", "H", "H", "H", "H", "H", "H", "H", "H", "H", "H", "H"], "coordinates": [[1.0767, 0.3694, 0.7857], [0.4393, -0.4972, -0.1722], [0.2067, -0.0504, -1.6383], [1.3300, 1.3222, -2.1632], [-0.9728, -0.8660, 0.3918], [-1.0654, -1.1892, 1.8160], [-2.0577, -0.4589, 2.5937], [2.0545, 0.5108, 0.5679], [0.6844, 1.2926, 0.7647], [1.0168, -1.4267, -0.0931], [0.5173, -0.8779, -2.2690], [-0.8358, 0.2273, -1.7886], [-1.3232, -1.7301, -0.1884], [-1.6715, -0.0519, 0.1759], [-0.1622, -1.2007, 2.2702], [-2.3700, 0.4332, 2.0115], [-1.6815, -0.1291, 3.5565], [-3.0200, -0.9818, 2.5974]], "lowdin_charge": [-0.011, -0.489, -0.716, 0.048, -0.235, -0.143, -0.159, 0.038, 0.045, 0.122, 0.015, 0.025, 0.103, 0.093, 0.078, 0.063, 0.066, 0.057]}

Record 3
{"formula": "C4H6N4", "method": "the ωB97M-V functional and the def2-TZVPD basis", "e_above_lowest_kcal_mol": 164.56, "spin_multiplicity": 1, "smiles": "C=N/N=C\\C=N/N=C", "symbols": ["C", "C", "C", "C", "H", "H", "H", "H", "H", "H", "N", "N", "N", "N"], "coordinates": [[1.6433, 2.5877, 0.5260], [0.4742, -0.3255, -0.5613], [-0.8315, 0.0267, -0.9083], [-1.5624, -2.4293, 0.5944], [1.4591, 3.6751, 0.8106], [2.4989, 2.1892, 1.2522], [0.8321, -1.3394, -0.5474], [-0.7749, 1.1229, -0.7582], [-2.0967, -1.6823, 1.0581], [-0.9323, -3.4335, 1.0708], [0.9580, 1.8529, -0.4539], [1.3280, 0.6246, -0.4012], [-1.8048, -0.8133, -1.0218], [-1.1910, -2.0558, -0.6600]], "lowdin_charge": [0.033, -0.153, -0.180, -0.020, 0.065, 0.096, 0.103, 0.106, 0.020, 0.145, -0.096, -0.051, 0.040, -0.108]}

Record 4
{"formula": "C12H17N", "method": "the ωB97M-V functional and the def2-TZVPD basis", "e_above_lowest_kcal_mol": 177.17, "spin_multiplicity": 1, "symbols": ["C", "C", "C", "C", "C", "C", "C", "C", "C", "C", "C", "C", "N", "H", "H", "H", "H", "H", "H", "H", "H", "H", "H", "H", "H", "H", "H", "H", "H", "H"], "coordinates": [[-0.0312, 1.8133, 1.1199], [-0.2769, 3.0435, 0.8345], [2.9730, -0.0474, -2.3704], [-3.7327, -0.5964, -0.5408], [2.5585, -0.5094, -1.1658], [1.6794, 0.1398, -0.2231], [1.1416, -0.1937, 1.0024], [0.2603, 0.6416, 1.6674], [-1.6242, -0.6330, -1.8106], [1.3329, -1.6002, 1.5113], [-0.3511, 0.2771, 2.9779], [-1.1072, -0.6454, -3.1869], [-2.7700, -0.6591, -1.3585], [0.2236, 3.8747, 1.3183], [-1.0110, 3.3423, 0.0019], [3.4456, -0.7439, -3.0325], [2.7040, 0.8798, -2.9342], [-4.1692, -1.3960, 0.1080], [-4.2436, 0.4947, -0.4595], [2.9932, -1.4261, -0.8630], [1.4948, 1.2240, -0.5494], [0.3860, -2.1494, 1.2575], [1.5658, -1.7936, 2.4883], [2.1251, -1.9940, 0.7986], [-1.2476, 0.7792, 3.0758], [0.3686, 0.3445, 3.8089], [-0.5969, -0.7814, 2.9704], [-1.9078, -0.8129, -3.9617], [-0.4447, -1.5964, -3.4066], [-0.5780, 0.3204, -3.2966]], "lowdin_charge": [-0.071, 0.005, -0.002, -0.090, -0.190, -0.069, -0.267, -0.286, -0.102, -0.033, -0.027, -0.124, -0.079, 0.058, 0.088, 0.033, 0.067, 0.065, 0.105, 0.071, 0.129, 0.109, 0.043, 0.082, 0.058, 0.103, 0.071, 0.070, 0.110, 0.070]}

no.,largest force on an atom (hartree/bohr),orbital gap (eV),lowest unoccupied orbital energy (eV)
1,0.048,7.30,-3.2
2,0.038,6.11,3.7
3,0.163,8.34,-0.8
4,0.093,7.66,0.4